Below is 17 unconnected molecules or ions with the total composition C47H134N6O23, with properties calculated with ωB97M-V with the def2-TZVPD basis set.

Element x y z (Å)
C  -0.88391  7.28767  -1.30712
O  -0.15961  6.57389  -2.32710
C  -0.36235  6.95846  -3.67847
C  0.65775  6.19697  -4.52871
N  2.01671  6.79506  -4.38028
C  3.04718  6.04591  -5.10543
C  3.06536  6.33153  -6.65530
O  1.96230  5.72191  -7.27165
C  1.81044  5.77968  -8.64963
H  -1.96871  7.21889  -1.38815
H  -0.58355  8.32965  -1.19684
H  -0.61913  6.85247  -0.34349
H  -0.28810  8.04343  -3.75213
H  -1.35541  6.65012  -4.00536
H  0.37186  6.38730  -5.56318
H  0.70028  5.12702  -4.32498
H  2.25054  6.80115  -3.39774
H  3.09420  4.97936  -4.88549
H  4.01932  6.36165  -4.72680
H  3.96842  5.85922  -7.04198
H  3.07479  7.41188  -6.79968
H  1.82375  6.84340  -8.88713
H  0.94201  5.21827  -8.99423
H  2.74213  5.42460  -9.09005
C  2.58166  7.12121  -0.67563
O  3.35149  6.29245  -1.56376
C  4.07066  5.29754  -0.85142
C  5.03249  4.44975  -1.73115
N  4.17418  3.69524  -2.69583
C  5.03263  2.63254  -3.30400
C  4.32082  2.03484  -4.48469
O  4.32670  3.03697  -5.55926
C  3.48020  2.58379  -6.60523
H  3.11898  7.42786  0.22178
H  1.70799  6.56950  -0.32861
H  2.39795  7.94442  -1.36605
H  3.38314  4.67225  -0.28183
H  4.69495  5.76436  -0.08955
H  5.59806  3.72244  -1.14870
H  5.74028  5.07279  -2.27791
H  3.75657  4.22864  -3.44496
H  5.26442  1.77556  -2.67158
H  5.98441  3.07558  -3.59717
H  3.28749  1.81240  -4.21851
H  4.79527  1.13225  -4.86983
H  3.60455  1.53078  -6.85782
H  3.74705  3.12884  -7.51067
H  2.45098  2.82570  -6.34014
C  -5.63233  -2.53648  -0.06636
O  -4.42187  -2.17448  -0.73988
C  -3.41495  -3.24213  -0.86317
C  -2.38985  -2.93094  -1.96667
N  -3.11413  -2.97175  -3.22576
C  -2.20188  -2.47031  -4.23606
C  -2.37518  -0.92405  -4.42278
O  -3.70676  -0.63884  -5.00657
C  -3.96849  0.71284  -5.24353
H  -5.50218  -3.18632  0.79901
H  -6.38411  -2.94827  -0.73968
H  -6.11784  -1.66685  0.37649
H  -3.92693  -4.17156  -1.11241
H  -2.90809  -3.40526  0.08793
H  -1.56019  -3.63766  -1.98467
H  -1.94119  -1.95316  -1.79133
H  -3.76841  -2.20259  -3.20548
H  -2.56789  -3.01771  -5.10468
H  -1.16802  -2.71482  -3.99227
H  -1.52532  -0.61216  -5.02987
H  -2.19522  -0.36233  -3.50616
H  -3.23772  1.24334  -5.85397
H  -3.88647  1.24949  -4.29834
H  -4.96997  0.87527  -5.64197
C  -1.90381  -9.28251  -1.89913
O  -1.79317  -8.31504  -0.88444
C  -0.47913  -8.00436  -0.47620
C  -0.45800  -6.82310  0.52135
N  -0.79920  -7.29630  1.85365
C  -0.49173  -6.24720  2.89827
C  -1.45699  -5.00200  2.74006
O  -2.83696  -5.41674  2.84773
C  -3.62547  -4.37481  3.42049
H  -1.33695  -10.16878  -1.61401
H  -1.62773  -8.98531  -2.91084
H  -2.94973  -9.58426  -1.95479
H  0.07173  -7.67245  -1.35625
H  0.05704  -8.88818  -0.13054
H  -1.22189  -6.11715  0.19547
H  0.51345  -6.33361  0.45220
H  -1.80688  -7.24299  1.81085
H  0.54403  -5.91779  2.81582
H  -0.62869  -6.69312  3.88340
H  -1.31519  -4.49626  1.78496
H  -1.14839  -4.30966  3.52335
H  -3.55413  -3.41321  2.91222
H  -3.27079  -4.28275  4.44705
H  -4.69492  -4.57682  3.48026
C  0.19403  -1.39625  2.51090
O  0.25700  -0.80023  1.23584
C  -0.91589  -0.00479  0.96144
C  -0.56910  0.69762  -0.34389
N  0.44608  1.75151  -0.14371
C  0.70229  2.45040  -1.41108
C  -0.33129  3.51723  -1.67839
O  -1.55033  2.93669  -2.07827
C  -2.64698  3.90577  -1.95308
H  -0.61837  -2.11796  2.59601
H  0.07870  -0.64976  3.29675
H  1.17850  -1.80759  2.73389
H  -1.19463  0.70538  1.73993
H  -1.78727  -0.64727  0.83486
H  -1.50990  1.09076  -0.72915
H  -0.27531  -0.09120  -1.03638
H  1.28326  1.33192  0.23468
H  0.75443  1.69876  -2.19874
H  1.70062  2.86588  -1.27386
H  -0.06153  4.12884  -2.53935
H  -0.39248  4.25902  -0.88208
H  -2.75131  4.39052  -0.98240
H  -3.64111  3.49304  -2.12467
H  -2.46550  4.69060  -2.68740
C  -3.48378  -7.98009  4.74734
O  -2.41021  -7.65512  5.61506
C  -2.85452  -7.27252  6.92028
C  -1.58873  -7.13234  7.71688
N  -0.82960  -5.98002  7.14800
C  0.57893  -6.07495  7.55204
C  1.37773  -4.92298  7.04202
O  1.47773  -5.01384  5.60082
C  2.14157  -3.92561  4.95603
H  -4.05322  -8.77419  5.23028
H  -3.02503  -8.35249  3.83138
H  -4.12193  -7.10890  4.59941
H  -3.46371  -8.05827  7.36702
H  -3.37793  -6.31841  6.85849
H  -1.09606  -8.07699  7.48663
H  -1.73043  -6.92522  8.77759
H  -0.94823  -6.08430  6.15043
H  0.98541  -6.98424  7.10926
H  0.79187  -6.27314  8.60250
H  2.36849  -5.11864  7.45215
H  0.93901  -3.98545  7.38357
H  1.44912  -3.08888  5.04819
H  2.21251  -4.14957  3.89165
H  3.12893  -3.72300  5.37095
C  1.24942  -3.58687  -0.30072
O  1.09122  -4.67513  -1.22667
H  2.11243  -2.95041  -0.49627
H  0.33479  -2.99396  -0.29946
H  1.37534  -3.96693  0.71308
H  1.90866  -5.17701  -1.18786
C  4.35665  -0.52739  5.39942
O  3.26779  -0.66946  4.44503
H  4.17460  0.13366  6.24675
H  4.64699  -1.47488  5.85335
H  5.25513  -0.14671  4.91371
H  3.61274  -1.04203  3.63029
C  -4.53059  6.00010  0.86462
O  -5.53881  5.06211  0.52246
H  -4.85641  6.99688  1.16189
H  -3.83690  5.66381  1.63520
H  -3.94484  6.08451  -0.05073
H  -6.26838  5.50604  0.08399
C  1.62780  -1.25142  -2.98423
O  0.86673  -0.30452  -3.68779
H  1.32286  -1.34107  -1.94160
H  1.28627  -2.22713  -3.32983
H  2.70434  -1.14695  -3.11936
H  1.02468  -0.40462  -4.62940
C  -1.84926  -1.33627  5.68734
O  -2.84697  -2.23478  5.84439
H  -2.05511  -0.60499  4.90570
H  -1.74718  -0.76066  6.60732
H  -0.89721  -1.82731  5.48590
H  -2.68102  -2.67317  6.68217
C  0.81006  4.54465  1.80639
O  -0.29774  3.72751  1.64986
H  0.48320  5.56240  2.01957
H  1.34272  4.31437  2.72908
H  1.46719  4.54000  0.93677
H  -0.05363  3.12186  0.94615
C  -4.35302  1.96823  0.60429
O  -5.36763  2.32209  1.50502
H  -3.99598  0.95142  0.76776
H  -4.63221  2.23193  -0.41582
H  -3.49927  2.64129  0.68309
H  -5.59605  3.24564  1.37664
C  3.58230  -0.26071  -0.41872
O  4.47310  -1.33295  -0.42874
H  3.80146  0.47532  0.35480
H  3.80986  0.32753  -1.30770
H  2.56367  -0.62018  -0.27285
H  5.25346  -1.14184  -0.95421
C  1.04139  1.12221  6.59638
O  0.98879  0.05854  5.67037
H  0.81815  0.72913  7.58823
H  2.03383  1.56681  6.52235
H  0.34034  1.88278  6.25262
H  1.83845  -0.10147  5.25314
C  -0.28439  2.58658  -5.12368
O  -1.58770  2.82145  -4.82323
H  -0.01287  3.17866  -5.99765
H  0.36267  2.83264  -4.28174
H  -0.04609  1.55995  -5.40181
H  -1.57868  2.86090  -3.86409
C  2.91471  1.86351  2.59371
O  3.82854  2.58415  1.80386
H  3.18475  1.83414  3.64932
H  1.90950  2.27910  2.52352
H  2.90560  0.83319  2.23808
H  3.90383  3.45037  2.21081

Forces on the atoms, in the same order (eV/Å):
C 0.6 -0.5 -0.2
O -0.4 0.4 1.2
C 0.2 -0.8 0.4
C 0.8 1.8 -0.2
N -0.5 -0.5 -0.4
C 0.1 0.9 -0.7
C 0.0 -0.9 1.2
O -1.4 -1.0 1.6
C 1.7 1.1 0.1
H -0.1 0.0 -0.4
H 0.0 0.3 -0.5
H 0.1 -0.4 -0.1
H 0.2 0.1 -0.4
H -0.3 0.0 0.0
H -0.1 -0.5 -0.1
H -0.4 -0.1 0.1
H 0.1 -0.2 0.1
H -0.7 -0.3 -0.5
H 0.1 0.5 -0.1
H 0.4 0.2 -0.2
H 0.0 0.2 -0.2
H -0.7 0.2 -0.7
H 0.1 0.2 0.2
H 0.0 -0.5 -0.6
C 0.5 -0.6 -1.1
O 0.7 -0.5 0.7
C 1.2 -0.2 0.3
C -2.8 0.5 -1.0
N 1.7 -1.9 1.0
C -1.0 0.6 -0.5
C 0.2 1.4 -1.2
O 0.0 -1.5 0.6
C 0.2 0.8 -0.2
H 0.5 0.2 -0.1
H -0.3 0.2 -0.3
H -0.7 0.3 0.8
H -0.2 -0.5 -0.3
H 0.2 0.5 0.2
H -0.2 0.1 0.3
H 0.2 0.3 0.1
H 0.4 0.4 0.2
H -0.2 0.3 0.8
H 0.3 -0.1 -0.3
H -0.2 -0.1 0.1
H 0.1 -0.1 0.1
H 0.0 -0.2 0.3
H -0.1 0.2 0.1
H -0.3 -0.2 -0.2
C 0.1 0.2 0.1
O 0.7 -0.6 0.1
C -0.4 0.3 0.2
C -1.7 0.1 0.9
N 0.9 0.5 0.6
C -1.3 0.9 -0.9
C -0.2 -0.7 -0.9
O 1.8 -1.3 0.3
C 0.5 1.0 0.8
H 0.4 -0.4 -0.2
H 0.2 -0.4 -0.2
H 0.4 0.5 -0.3
H 0.0 -0.1 -0.1
H 0.0 0.2 0.3
H -0.2 -0.4 0.2
H 0.1 0.4 0.2
H -0.9 -0.3 0.5
H 0.8 0.5 -0.8
H 0.0 0.0 -0.2
H -0.3 0.4 -0.8
H -0.5 -0.1 0.5
H 0.1 -0.4 -0.5
H -0.3 0.3 0.3
H 0.0 -0.5 0.0
C -0.3 -0.5 0.5
O -0.5 0.3 0.2
C 0.4 0.9 -0.7
C -0.4 -1.3 -0.7
N 0.5 1.3 1.1
C -1.6 0.1 -1.2
C 0.6 -1.3 0.5
O 0.5 0.5 -0.3
C 0.3 -0.1 0.8
H 0.2 -0.2 -0.1
H 0.4 0.5 0.0
H 0.0 0.1 0.1
H 0.2 0.2 -0.4
H -0.1 -0.1 0.5
H 0.2 0.3 -0.5
H 0.0 -0.1 0.3
H -0.4 -0.7 0.4
H 0.0 0.0 -0.1
H -0.1 0.1 0.0
H 0.1 0.0 -0.2
H -0.4 0.2 0.3
H 0.4 0.1 -0.2
H -0.1 0.5 0.1
H 0.1 -0.7 -0.4
C 0.5 0.5 0.4
O -0.7 0.5 0.5
C 0.9 -0.3 -0.9
C -0.9 -0.2 1.1
N -1.3 -0.4 -0.4
C 0.5 -0.5 0.9
C 1.0 0.6 -1.3
O -2.5 0.5 1.2
C 0.5 0.0 -0.4
H 0.1 -0.3 0.0
H -0.4 0.3 0.1
H -0.1 -0.6 -0.2
H 0.5 0.1 0.4
H -0.1 -0.3 -0.2
H 0.3 0.4 -0.1
H 0.4 0.0 -0.3
H 0.2 -0.1 -0.1
H -0.1 0.2 -0.5
H 0.0 0.5 -0.5
H 0.7 0.1 0.0
H -0.4 -0.4 0.4
H 0.7 -0.3 0.3
H 0.4 -0.7 -0.4
H -0.1 0.2 -0.1
C 0.5 -0.1 0.6
O -0.2 0.2 0.4
C 0.4 0.0 -0.3
C 0.3 1.2 -0.9
N -0.4 -0.7 1.7
C -0.5 -0.8 -1.6
C 0.7 -0.5 -0.7
O 0.0 -0.2 0.4
C -1.3 -0.3 0.5
H -0.3 -0.2 -0.2
H -0.3 0.2 -0.1
H -0.1 0.0 -0.3
H -0.4 0.0 -0.1
H -0.4 0.0 0.1
H 0.5 -0.2 0.6
H -0.1 -0.4 0.0
H 0.6 0.2 -0.3
H 0.4 -0.3 -0.4
H -0.8 0.7 0.4
H 0.4 0.7 0.1
H 0.2 0.3 -0.2
H 0.5 0.7 0.0
H 0.1 -0.3 0.1
H 0.0 0.1 0.1
C -0.3 -0.4 0.2
O 0.2 0.8 0.2
H 0.0 0.0 -0.3
H 0.1 0.0 -0.2
H 0.0 -0.1 0.2
H 0.0 -0.1 -0.2
C 0.6 -0.5 -0.5
O 0.8 0.3 1.3
H -0.9 0.2 -0.4
H -0.3 -0.3 -0.2
H -0.1 0.1 -0.2
H 0.1 0.0 0.0
C 0.8 0.3 -1.0
O -0.3 -0.2 0.9
H -0.5 -0.1 0.0
H -0.5 -0.6 0.1
H 0.4 0.5 0.1
H 0.0 0.1 0.0
C -0.7 -1.6 -0.4
O -0.2 1.0 0.3
H 0.2 0.9 0.0
H 0.6 -0.5 -0.3
H 0.0 0.1 0.2
H 0.0 -0.1 0.0
C 1.8 1.7 0.2
O -2.1 -1.7 0.1
H -0.2 -0.3 -0.2
H 0.4 0.3 0.1
H 0.3 0.2 -0.2
H -0.2 -0.3 0.0
C -0.1 1.0 0.9
O -0.6 0.4 0.4
H -0.1 0.4 -0.4
H 0.5 -0.4 0.0
H 0.2 0.0 0.0
H -0.2 -1.3 -0.5
C 0.5 1.4 -0.4
O -0.3 -0.7 0.6
H -0.4 0.0 -0.2
H -0.5 -1.0 -0.4
H 0.6 0.0 0.7
H 0.1 0.2 -0.2
C 0.7 1.4 -0.2
O 0.5 -1.4 0.5
H 0.1 -0.2 0.5
H -1.1 0.1 -0.5
H 0.0 0.1 -0.4
H -0.1 0.2 0.1
C 0.4 -0.2 -1.0
O -0.7 -0.5 -0.1
H 0.0 0.4 0.1
H 0.1 0.2 0.6
H -0.2 0.1 0.5
H 0.1 0.0 -0.1
C 2.0 -0.1 -1.1
O -1.5 0.2 0.3
H 0.3 0.3 0.0
H 0.3 0.1 -0.1
H -0.2 -0.5 0.1
H -0.7 -0.2 0.6
C -0.5 -0.4 0.3
O 0.3 0.3 -0.1
H 0.2 0.0 0.1
H -0.2 -0.1 -0.1
H -0.1 0.1 0.0
H 0.1 0.2 -0.2

## Properties
* net charge: 0
* spin multiplicity: 1
* energy above the lowest of the compared OMol25 structures with the same formula, charge and spin: 131.21 kcal/mol
* gap between HOMO and LUMO: 8.6 eV